DFT (ωB97M-V/def2-TZVPD) results for a gas-phase ion, C15H22N5 (charge +1).

SMILES = Cc1cccc(NC(=[NH2+])/N=C(/N)N=C2CCCCC2)c1
Frontier orbital gap = 9.243 eV

The geometry in ORCA input format:
```
! wB97M-V def2-TZVPD RIJCOSX def2/J DEFGRID3
* xyz 1 1
C 4.910 3.064 0.988
C 3.429 3.254 1.066
C 2.877 4.525 0.938
C 1.511 4.716 1.040
C 0.668 3.639 1.250
C 1.205 2.363 1.355
N 0.328 1.275 1.585
C 0.336 0.076 0.996
N 1.196 -0.182 0.001
N -0.495 -0.820 1.502
C -0.920 -1.930 0.938
N -1.456 -2.854 1.741
N -0.779 -2.219 -0.369
C -1.526 -2.115 -1.386
C -2.920 -1.584 -1.358
C -3.877 -2.646 -1.923
C -3.428 -3.084 -3.312
C -2.009 -3.639 -3.263
C -1.035 -2.587 -2.709
C 2.581 2.175 1.277
H 5.285 3.408 0.026
H 5.404 3.651 1.760
H 5.185 2.021 1.118
H 3.528 5.370 0.775
H 1.098 5.709 0.956
H -0.398 3.784 1.333
H -0.420 1.423 2.249
H 1.848 0.522 -0.305
H 1.214 -1.098 -0.414
H -1.397 -2.724 2.737
H -1.803 -3.724 1.375
H -3.208 -1.301 -0.343
H -2.969 -0.698 -1.995
H -4.884 -2.231 -1.962
H -3.898 -3.509 -1.254
H -4.106 -3.849 -3.690
H -3.469 -2.235 -3.997
H -1.683 -3.934 -4.260
H -1.981 -4.525 -2.626
H -1.007 -1.740 -3.398
H -0.032 -3.002 -2.619
H 3.002 1.191 1.432
*
```